No. 1
Here is a structure of composition C16H37NOTa at a distorted geometry from OMol25. Energies are from ωB97M-V/def2-TZVPD.

```
! RIJCOSX wB97M-V def2-TZVPD def2/J DEFGRID3
* xyz -1 1
C 2.52525 2.75971 0.59667
C 2.02666 4.22150 0.57102
C 0.49774 4.42236 0.54907
C -0.29773 3.29577 -0.10237
C -1.80084 3.61684 -0.16463
C -2.62485 2.99459 0.99379
C -3.75301 2.04754 0.54842
C -3.79914 0.69833 1.27732
C -3.45891 -0.51530 0.36355
Ta -1.24907 -0.67961 -0.21674
C -1.52545 -2.31280 -1.79479
C -0.19247 -2.80691 -2.42305
C 0.73092 -3.58316 -1.46704
C 2.16072 -3.05594 -1.41901
N 2.93766 -3.42767 -0.21441
C 4.30009 -2.89042 -0.35168
C 2.36518 -2.90249 1.00835
C 1.61756 -3.90636 1.84270
O 2.52617 -1.75583 1.37478
H 1.78459 2.05160 0.94829
H 2.89337 2.46777 -0.38291
H 3.37567 2.68345 1.27572
H 2.50371 4.74265 -0.25737
H 2.40543 4.70617 1.47329
H 0.13433 4.57716 1.56523
H 0.29028 5.33975 -0.00815
H -0.20429 2.40964 0.51976
H 0.05975 3.07732 -1.10609
H -1.96205 4.69645 -0.12834
H -2.22586 3.25452 -1.09780
H -1.96467 2.50217 1.70546
H -3.08979 3.81836 1.54107
H -3.65984 1.83797 -0.51658
H -4.70574 2.55123 0.71311
H -3.11188 0.68744 2.12148
H -4.80340 0.53354 1.68082
H -3.79764 -1.43446 0.84872
H -4.07328 -0.37519 -0.53394
H -0.82303 -2.06157 0.96207
H 0.51791 -0.40026 -0.73937
H -1.57805 0.74941 -1.38778
H -0.83435 0.42448 1.22508
H -2.12040 -1.91478 -2.62083
H -2.02423 -3.19130 -1.37662
H 0.33706 -1.96969 -2.87637
H -0.47103 -3.49289 -3.22955
H 0.79931 -4.60157 -1.85681
H 0.26704 -3.67349 -0.48876
H 2.68838 -3.49706 -2.26557
H 2.19823 -1.97064 -1.56385
H 4.61728 -3.01673 -1.38565
H 4.99133 -3.46159 0.26503
H 4.34751 -1.82556 -0.12466
H 2.11603 -4.87240 1.82944
H 0.61337 -4.04002 1.44377
H 1.52249 -3.53204 2.85671
*
```

The value obtained for the LUMO energy is 3.26 eV. The calculation puts the max |F| at 1.6 eV Å⁻¹. The value obtained for the HOMO energy is -0.17298 Ha.

Atom charges from the Löwdin analysis, given in e for atoms 1 to 8: -0.105 -0.254 -0.225 -0.254 -0.217 -0.216 -0.242 -0.351


No. 2
Here is a cluster of 3 separate species, C16H38BFN3O3 in total at a distorted geometry from OMol25. Energies are from ωB97M-V/def2-TZVPD.

```
! RIJCOSX wB97M-V def2-TZVPD def2/J DEFGRID3
* xyz -1 1
C -3.88298 -3.54720 2.10617
C -2.63275 -3.06800 2.99320
B -2.74498 -3.51531 4.56712
O -3.27796 -2.60818 5.58444
C -2.31582 -5.01169 5.10941
N -0.83215 -5.14444 5.12863
F -0.41066 -6.44996 5.18454
C -3.09254 -6.12004 4.25344
O -2.60894 -6.80505 3.29786
O -4.44515 -6.30503 4.56474
H -4.77884 -2.88825 2.36954
H -3.60947 -3.32749 1.00286
H -4.10877 -4.66148 2.16345
H -2.53515 -1.91382 2.98512
H -1.63041 -3.46992 2.59245
H -2.64760 -2.70781 6.33590
H -2.66782 -5.11485 6.20384
H -0.36951 -4.61003 4.38137
C -1.10662 1.23331 2.22213
C -0.85213 0.77559 0.79091
N -2.07099 0.49179 0.04248
C -1.82930 -0.22873 -1.20491
C -1.02130 0.48223 -2.28722
C -3.04427 1.57437 -0.04033
C -2.58124 2.90416 -0.63487
H -1.73839 0.52050 2.75926
H -0.15905 1.31199 2.76197
H -1.58359 2.21656 2.25798
H -0.25591 -0.14095 0.85377
H -0.22582 1.52143 0.28399
H -2.78795 -0.54579 -1.63065
H -1.31357 -1.16428 -0.95796
H -1.60186 1.26297 -2.78086
H -0.73564 -0.23671 -3.06234
H -0.09983 0.92225 -1.89922
H -3.42176 1.77071 0.96918
H -3.92573 1.22947 -0.59149
H -1.61833 3.23025 -0.23585
H -3.31139 3.68418 -0.39807
H -2.50989 2.85908 -1.72274
C 4.63166 0.45263 -4.49344
C 3.65419 1.09114 -3.51408
N 4.30331 1.88586 -2.47749
C 3.41045 2.24047 -1.37621
C 2.22352 3.14680 -1.69072
C 5.18138 2.95521 -2.93875
C 4.58502 4.01886 -3.85984
H 5.39185 -0.13277 -3.96857
H 4.09631 -0.22222 -5.16663
H 5.13472 1.19910 -5.11399
H 3.10311 0.27389 -3.03690
H 2.91708 1.67728 -4.07710
H 3.99600 2.69316 -0.56798
H 3.02012 1.30974 -0.94721
H 2.53267 4.18059 -1.85121
H 1.53251 3.15217 -0.84113
H 1.65994 2.80955 -2.56320
H 6.03052 2.49801 -3.45878
H 5.63492 3.45166 -2.07406
H 3.98333 3.58926 -4.66343
H 5.39205 4.59012 -4.32878
H 3.97141 4.73371 -3.30972
*
```

The value obtained for the LUMO energy is 2.07 eV. The calculation puts the max |F| at 6.1 eV Å⁻¹. The value obtained for the HOMO energy is -0.14288 Ha.

Atom charges from the Löwdin analysis, given in e for atoms 1 to 8: -0.114 -0.163 -0.321 0.041 -0.167 -0.058 -0.084 -0.570


No. 3
Here is a cluster of 11 separate species, C16H38Br10N6O12 in total at a distorted geometry from OMol25. Energies are from ωB97M-V/def2-TZVPD.

```
! RIJCOSX wB97M-V def2-TZVPD def2/J DEFGRID3
* xyz 0 1
C -3.93875 -0.13275 -1.47989
N -3.36480 -0.61240 -0.20307
O -2.58530 0.13559 0.36892
O -3.67179 -1.69787 0.28651
H -5.00897 -0.37016 -1.62431
H -3.34625 -0.50066 -2.35239
H -3.97887 0.94723 -1.43154
C -1.88754 -2.71046 3.05302
N -0.53640 -2.17653 3.41416
O -0.38972 -1.89681 4.58326
O 0.33793 -2.09434 2.57888
H -2.01623 -2.74581 1.98854
H -2.63367 -2.07510 3.59553
H -1.99724 -3.64391 3.54787
C 0.71260 0.01095 0.40802
N 0.98019 0.93787 -0.71441
O 1.54155 0.50263 -1.72041
O 0.40113 2.01853 -0.75270
H -0.21555 -0.53184 0.11074
H 0.59610 0.56461 1.33555
H 1.49320 -0.74425 0.52374
C 5.27479 -0.69945 1.41573
N 4.20720 -1.51776 0.82037
O 3.47945 -1.05681 -0.04420
O 4.15627 -2.60732 1.23476
H 4.83268 0.27269 1.65320
H 6.11477 -0.59190 0.73579
H 5.61465 -1.23880 2.28142
C 1.44319 0.72738 5.20072
N 2.65577 0.52336 4.41611
O 2.80210 1.02041 3.29933
O 3.53659 -0.05361 4.99419
H 0.60262 0.11723 4.74991
H 1.24301 1.79908 5.22546
H 1.66535 0.47543 6.22664
C -1.04849 0.59021 -4.89912
N -2.07842 -0.42467 -5.36437
O -2.02334 -0.73913 -6.54754
O -2.83657 -0.86333 -4.49114
H -1.40573 1.04168 -4.00204
H -0.91327 1.21542 -5.72513
H -0.10325 0.06195 -4.73930
Br -3.46790 -0.29721 5.52281
C -4.80771 0.92504 4.76904
C -4.39656 1.19481 3.37411
Br -5.84745 2.10185 2.45085
H -4.85168 1.85708 5.30865
H -5.69204 0.33232 4.84758
H -4.12813 0.30631 2.86042
H -3.50500 1.74650 3.32759
Br 1.62004 -2.95346 -5.00633
C 2.51552 -1.56031 -3.99989
C 3.32600 -0.64591 -4.91048
Br 2.35243 0.59164 -6.13344
H 3.14719 -2.11807 -3.32710
H 1.80529 -0.91601 -3.37493
H 3.99637 -1.18541 -5.55338
H 3.79352 -0.01148 -4.21331
Br -0.15584 -3.54804 -1.13634
C 1.20570 -4.14989 0.11297
C 1.50657 -5.63499 -0.00816
Br 2.88187 -6.11395 1.34462
H 0.89514 -3.98542 1.14191
H 2.08592 -3.57897 -0.00162
H 1.91647 -5.94843 -0.95507
H 0.62760 -6.29032 0.21083
Br -0.92462 3.17184 2.51106
C -2.44893 3.88772 1.50141
C -2.44395 3.57907 -0.01062
Br -4.03139 4.41267 -0.82566
H -2.39484 5.02140 1.65018
H -3.34398 3.48635 2.00082
H -2.57768 2.51204 -0.18734
H -1.64953 4.00252 -0.59881
Br 3.94321 3.08327 -2.13080
C 2.40779 3.04359 -3.35639
C 1.38650 4.09020 -2.84050
Br -0.14383 4.33893 -4.05003
H 2.01888 2.02078 -3.39267
H 2.71067 3.22579 -4.36976
H 1.98002 5.01779 -2.62966
H 0.97735 3.75174 -1.87938
*
```

The value obtained for the LUMO energy is -0.48 eV. The calculation puts the max |F| at 4.1 eV Å⁻¹. For the energy above the lowest of the compared OMol25 structures with the same formula, charge and spin, the calculation gives 0.00 kcal/mol. Its SMILES is C[N+](=O)[O-].C[N+](=O)[O-].C[N+](=O)[O-].C[N+](=O)[O-].C[N+](=O)[O-].C[N+](=O)[O-].BrCCBr.BrCCBr.BrCCBr.BrCCBr.BrCCBr. The value obtained for the HOMO energy is -0.37364 Ha.

Atom charges from the Löwdin analysis, given in e for atoms 1 to 8: 0.057 -0.401 0.021 0.053 0.115 0.091 0.076 0.057


No. 4
Here is a structure of composition C16H38ClO8Si2TeV from OMol25. Energies are from ωB97M-V/def2-TZVPD.

```
! RIJCOSX wB97M-V def2-TZVPD def2/J DEFGRID3
* xyz 1 2
V -0.85166 1.25824 -0.46788
C -1.99242 4.17437 0.15855
C -1.15770 4.28196 -1.09491
O -0.09382 3.32464 -1.00722
C 1.05281 3.77528 -0.29412
C 2.00297 2.60306 -0.29086
O 1.29164 1.44396 0.16145
C 1.53480 0.95981 1.48417
C 0.49693 1.51217 2.42573
O -0.76457 1.34621 1.77780
C -1.83577 2.01649 2.46221
C -2.91272 2.31446 1.43976
O -2.29343 2.78542 0.24687
H -2.91190 4.75776 0.07366
H -1.44118 4.50734 1.04514
H -0.75942 5.28720 -1.23974
H -1.74893 3.99122 -1.96146
H 0.78409 4.06441 0.72812
H 1.49127 4.63930 -0.79972
H 2.87408 2.79253 0.33760
H 2.33000 2.38986 -1.30800
H 2.54217 1.21668 1.81539
H 1.44289 -0.12497 1.42854
H 0.66484 2.57724 2.61917
H 0.51205 0.97732 3.37903
H -1.44477 2.94122 2.89768
H -2.21737 1.38515 3.26736
H -3.62273 3.04696 1.82951
H -3.45107 1.41325 1.15490
O -1.37381 1.49487 -2.58521
Cl -2.74515 0.95889 -2.48611
O -3.69414 1.96952 -2.76636
O -2.88785 -0.18662 -3.30812
O -2.82524 0.55693 -1.05818
C 3.12220 -2.96167 -3.11833
Si 3.34186 -2.03497 -1.51821
C 4.73879 -2.73944 -0.49969
C 3.64026 -0.21766 -1.85918
C 1.76096 -2.21510 -0.49272
Te 0.09174 -1.26198 -1.42099
C -1.40242 -2.70321 -0.92500
Si -1.88164 -2.95939 0.87780
C -3.00404 -4.44387 0.94704
C -2.76698 -1.42750 1.48295
C -0.38069 -3.22349 1.96482
H 4.01404 -2.86844 -3.74115
H 2.27355 -2.58204 -3.69023
H 2.95830 -4.02586 -2.93549
H 5.68625 -2.65269 -1.03566
H 4.57699 -3.79724 -0.28397
H 4.84702 -2.21547 0.45240
H 4.53320 -0.08564 -2.47312
H 3.79149 0.34040 -0.93169
H 2.79809 0.21933 -2.40348
H 1.89544 -1.90373 0.54271
H 1.48974 -3.27418 -0.46939
H -1.06693 -3.63107 -1.39288
H -2.27721 -2.36655 -1.48989
H -3.88255 -4.29938 0.31486
H -3.35257 -4.62270 1.96617
H -2.49265 -5.34662 0.60699
H -3.66128 -1.21576 0.89534
H -2.10507 -0.56133 1.42121
H -3.06125 -1.55245 2.52819
H 0.24449 -4.05082 1.62428
H -0.70169 -3.45051 2.98388
H 0.23761 -2.32104 2.00770
*
```

The value obtained for the LUMO energy (alpha / beta) is -2.34 / -2.34 eV. The calculation puts the max |F| at 0.7 eV Å⁻¹. For the energy above the lowest of the compared OMol25 structures with the same formula, charge and spin, the calculation gives 9.00 kcal/mol. The expectation value of S² is 0.75. The value obtained for the HOMO energy (alpha / beta) is -0.38313 / -0.36600 Ha.

Atom charges from the Löwdin analysis, given in e for atoms 1 to 8: 0.695 -0.123 -0.113 -0.210 -0.136 -0.124 -0.276 -0.137


- Which formula does entry 4 have?
  C16H38ClO8Si2TeV